[1]
The following is a quantum chemistry calculation of a cluster of 9 separate species, C16H38Cl6F6N3O6 in total, from OMol25.

Last column: Mulliken charge in e.
Atoms and positions in Å:
H -2.66539 1.99477 -2.64890  0.3024
H 2.66918 2.75657 1.13851  -0.2663
Cl -1.00028 3.46061 4.12955  -0.2008
H -2.01852 -2.59268 1.68185  0.2839
N -0.91794 -2.76786 -2.94299  -0.2617
C -2.49630 -4.57135 2.24364  -0.5022
C 3.24944 -1.44303 0.38730  1.1923
Cl 3.97159 4.13878 2.34937  -0.1912
C 2.58991 3.83800 1.24227  0.1521
C -5.90831 3.18262 -1.05624  0.8384
H 1.27038 1.49058 -2.07463  -0.0024
O -5.66787 0.77982 -1.17342  -0.2704
C 2.72436 4.57510 -0.08423  -0.1822
C -0.30454 0.94759 4.83598  -0.5428
C 4.63311 -1.54152 1.07367  0.0781
C 7.52956 -2.46619 0.45102  -1.0217
H -1.53952 -4.83759 2.68669  0.3444
H -4.20420 -2.17121 -1.79441  0.2918
O 5.15459 -2.72992 0.90125  -0.3061
H -3.84385 -0.90516 -0.53580  0.2165
H -6.43881 -0.81921 -2.14945  0.3761
H -1.42614 1.63682 -3.80852  0.3881
H -0.93770 2.34570 -2.33060  0.5152
H -5.32572 -1.81414 -0.41741  0.3934
H 0.67836 1.50404 0.67177  -0.1539
H 2.01204 4.27629 -0.84638  0.0355
H 6.57573 -4.03528 1.67133  0.3264
F 2.27902 -1.25513 1.24432  -0.1991
C -5.28936 1.92148 -1.71353  0.4365
H 2.24990 0.14356 -2.33906  0.3473
C -5.44405 -0.41918 -1.94467  -0.5257
O -1.15295 -0.52284 -1.47455  -0.9852
H -1.00334 1.63688 0.58454  0.1284
Cl -1.23146 -4.01559 -0.06861  -0.2659
H 3.00381 1.60951 -2.52650  0.3481
H 8.51764 -2.46568 0.89895  0.3666
Cl 0.86035 -0.40984 4.76434  -0.1996
H -0.09438 1.43359 5.78621  0.3475
N 2.11632 1.11715 -2.61565  -0.2611
H -1.82423 -3.01320 -3.33113  0.3624
O 0.21180 2.29469 -1.09976  -1.0333
H -1.40971 0.92799 -2.31440  -0.0470
H 1.65343 4.02028 1.76452  0.2759
C -0.13597 1.41895 -0.06491  0.2000
C -0.33880 -0.09240 -0.39134  0.6276
H 6.51632 -2.38418 2.34467  0.3228
H -0.36464 -3.46744 -2.45670  0.3447
F -6.30045 3.99286 -2.02548  -0.2376
C 6.48301 -2.98134 1.43127  -0.2416
H -1.32388 0.57435 4.89425  0.3484
H 2.67047 5.64821 0.07930  0.3801
H 0.66976 -0.43297 -0.71214  -0.6965
H -0.48701 -0.69396 0.51545  0.1941
O 5.09831 -0.60658 1.64837  -0.5107
H 7.22170 -1.45461 0.18645  0.2942
H -1.03662 -1.92612 -2.30200  0.1437
H -5.08680 -0.20339 -2.95142  0.3691
H -0.70171 1.52680 2.83344  -0.1781
H -0.35075 -2.45224 -3.73018  0.3954
H -2.88326 -5.49994 1.82742  0.3271
F -6.90649 2.87068 -0.24343  -0.2297
C -0.17090 1.94174 3.68836  0.2704
H 0.86067 2.08698 3.37708  0.1830
H 7.40970 -3.08274 -0.44058  0.3027
F -4.96332 3.79837 -0.34821  -0.2332
O -4.53669 2.06201 -2.64093  -0.7495
F 3.29990 -0.40606 -0.48902  -0.2475
Cl 4.36438 4.34237 -0.85098  -0.2333
H 1.81756 1.11044 -3.59010  0.3999
F 2.96934 -2.51626 -0.37605  -0.3192
C -4.60268 -1.41049 -1.12856  -0.8339
C -2.38276 -3.48810 1.18210  -0.1712
N -1.68329 1.79815 -2.84352  -0.1109
H -3.36574 -3.27861 0.76977  0.1539
Cl -3.56534 -4.03035 3.59134  -0.1934

net charge	+1
LUMO energy	-3.35	eV
Kohn-Sham gap	7.4	eV
largest force on an atom	2.80	eV/Å
DFT total energy	-125396.3651	eV
energy relative to the best compared isomer or geometry (same formula, charge and spin)	12.6	kcal per mole
2S+1	1



[2]
The following is a quantum chemistry calculation of a structure of composition C16H38CrP2S3Se2, from OMol25.

Last column: Mulliken charge in e.
Atoms and positions in Å:
H -2.35853 -2.81408 -3.34731  0.5585
H 3.92225 -0.62575 -0.22083  0.4936
C 3.53363 0.12291 -0.91283  -1.6337
H 1.22863 0.84469 4.12879  0.5715
Se 1.74316 -0.01471 1.85436  0.2463
C 0.57860 0.49727 3.32645  -0.8970
H -1.63341 -2.57822 2.88041  0.2695
P -0.69664 1.38424 -1.41040  0.7743
C -0.12906 2.98882 -0.77887  -1.2259
H -2.43685 -1.10301 -2.98156  0.3483
H 0.08766 2.38647 2.38251  0.4325
H -0.08020 2.07749 -3.65004  0.6785
C -2.76691 -0.05514 3.04560  -1.2419
C -3.40547 -2.34848 -1.49371  -1.1463
H 2.86354 1.89804 2.96397  0.4217
C -2.45635 1.66402 -1.76029  -1.1643
H -0.32368 3.75711 -1.52938  0.4888
C 2.86598 1.58381 1.92350  -1.3048
C -0.42964 -3.79668 -1.26414  -1.0221
H 1.57917 -2.03834 -3.31695  0.5168
C -2.32665 -2.08906 -2.53314  -0.8007
S -0.63215 -2.10318 -1.91317  0.0556
H 2.50594 2.38643 1.28767  0.3801
H -3.17800 0.76428 3.62811  0.4850
S -0.00305 -2.61027 1.24217  0.1370
H -4.34106 -1.90902 -1.83771  0.5101
Cr -0.04943 -0.50700 -0.04508  -0.1629
H 3.27220 -1.54481 -3.13605  0.5162
S -3.01725 -1.61784 0.10697  0.1890
H 3.46086 1.08414 -0.41728  0.3431
H -3.58980 -3.41041 -1.34936  0.5141
H 0.42450 -4.82059 0.43759  0.6575
H 2.11325 0.72565 -3.73254  0.6280
H -2.53308 2.45529 -2.50809  0.5204
C -0.39927 1.56144 2.89817  -0.7359
P 1.92190 -0.36176 -1.58435  1.2723
H -2.92261 -3.97003 0.49387  0.4800
C 0.10231 1.19505 -3.03545  -0.7791
H -2.17197 -0.70699 3.67831  0.4351
H 2.05673 1.88127 -2.41408  0.4195
H -1.36138 -4.20166 2.29182  0.6433
H 1.47475 -3.59394 -0.25149  0.2972
C 2.35965 -1.80792 -2.59883  -1.5975
H -0.35401 0.34229 -3.54305  0.3639
H -2.97917 1.98149 -0.85993  0.3678
C 1.59517 0.97278 -2.80563  -1.2815
C -2.82800 -3.10430 1.14416  -0.9941
H 0.09865 -0.42037 3.65919  0.3450
H 0.02768 -4.39193 -2.05389  0.6290
H 2.56686 -2.68701 -1.98825  0.3677
H -3.67620 -3.12999 1.82785  0.6424
H -0.69153 3.24475 0.12027  0.3581
C -1.55107 -3.17546 1.97470  -0.7927
H -0.95303 1.97025 3.74251  0.5410
Se -1.69363 0.80368 1.66366  0.2196
H 4.23327 0.22105 -1.74448  0.5961
H -3.57763 -0.59640 2.56848  0.3895
H 3.86750 1.27928 1.64507  0.5165
C 0.43728 -3.82993 -0.01793  -0.8987
H -2.93886 0.77076 -2.14875  0.3123
H -1.42410 -4.19350 -1.07514  0.4606
H 0.93477 2.98363 -0.54304  0.2860

net charge	+3
expectation value of S²	0.800
LUMO energy (spin up / spin down)	-10.82 / -10.06	eV
Kohn-Sham gap (spin up / spin down)	7.3 / 8.0	eV
largest force on an atom	1.66	eV/Å
DFT total energy	-227380.6301	eV
2S+1	2



[3]
The following is a quantum chemistry calculation of a cluster of 6 separate species, C16H38N9O6 in total, from OMol25.

Last column: Mulliken charge in e.
Atoms and positions in Å:
C 3.99785 -1.15530 -0.98366  -0.1583
H 4.80624 -2.22322 2.24349  0.4080
N 1.02462 0.57507 -0.03063  0.7549
H -6.40530 -0.47893 2.18493  0.2675
H 10.14645 -2.51435 -5.06637  0.2337
N 8.15697 1.92510 -2.68556  -0.3835
H 8.47925 2.46042 -1.89749  0.2376
H -9.49053 -3.03131 4.55757  0.2941
N 11.45727 0.22454 -5.87976  -0.3752
H -11.33005 2.22875 -0.03194  0.2624
N 2.35107 0.50055 -0.12492  -0.2355
H 5.58598 -2.21652 -0.05805  0.3818
H 3.99088 -1.71773 -1.91652  0.3480
C -1.06736 1.30496 1.10861  -1.0660
C 7.28492 0.91505 -2.47326  0.6208
H -10.36927 -2.27259 3.22780  0.2650
O -3.79484 1.31407 2.03417  -0.6413
O 9.22641 -0.09007 -5.81492  -0.6190
O -7.85372 -1.29722 3.29467  -0.7353
H 8.51596 2.12352 -3.60188  0.1960
H -5.19024 1.80893 4.29815  0.2513
C 10.59019 -2.04711 -5.94403  -0.8609
C 10.35135 -0.55865 -5.87155  0.6185
H -1.86350 1.49672 0.39662  0.3247
H -8.61161 0.52023 2.34333  0.0733
O -10.22846 2.37724 2.43017  -0.6276
C -5.03510 0.77108 4.00556  -0.7267
H -9.78195 1.77706 -0.77261  0.2931
O 6.87325 0.64585 -1.35114  -0.6723
N 1.47061 -1.26060 -0.98814  -0.4902
C 0.28669 1.72093 0.54632  -0.2572
H 4.68637 -0.56856 1.64173  0.3087
H 5.78995 0.19622 -3.80933  0.2100
C -9.91742 -2.09483 4.20244  -1.1595
O 3.91868 -3.37683 -0.06545  -0.5420
H -1.09399 0.24586 1.35232  0.3534
C 4.51510 -2.10807 0.11945  0.0950
N -8.91186 0.84849 1.44185  -0.1692
H 0.94111 2.13519 1.31298  0.3054
H -9.71900 0.23272 5.33284  0.1667
H 7.16226 -0.89453 -3.58002  0.2071
H -8.22520 0.76797 4.65967  0.2072
H -10.68736 -1.76542 4.89690  0.3767
C 2.63298 -0.66232 -0.72651  0.3792
H -5.89992 0.16855 4.27799  0.1550
H -5.42975 -0.07319 0.79542  0.1925
H -8.54360 0.41354 0.61767  0.1926
N -8.92607 0.05052 4.74512  -0.2537
H 3.23165 -1.58261 1.78500  0.3887
H 7.34491 0.52406 -4.60611  0.3311
H 2.96546 1.22418 0.22509  0.2873
C -4.74902 0.72233 2.52348  0.5829
C -10.24877 2.33304 0.03924  -0.8947
C -8.80977 -1.09041 4.03893  0.7085
N 0.50440 -0.47977 -0.54979  -0.3868
H 0.18726 2.45155 -0.25626  0.2900
H -1.29246 1.88531 1.99795  0.3807
H 3.27297 -3.54953 0.62800  0.3533
H 11.33997 1.22274 -5.85554  0.2161
H 10.08394 -2.43559 -6.82599  0.2585
H 4.68660 -0.31231 -1.10196  0.1625
H -4.16388 0.39690 4.54129  0.2690
H 11.64510 -2.31081 -5.99270  0.3320
H 12.38323 -0.15609 -5.93510  0.1869
N -5.60459 -0.00997 1.78383  -0.2302
C 4.29654 -1.58169 1.52628  -1.3981
C -9.80824 1.86908 1.40673  0.6212
H -10.00570 3.38923 -0.06347  0.2609
C 6.87407 0.14856 -3.70291  -0.7266

net charge	+1
LUMO energy	-3.32	eV
Kohn-Sham gap	7.8	eV
largest force on an atom	0.30	eV/Å
DFT total energy	-42900.3565	eV
2S+1	1



[4]
The following is a quantum chemistry calculation of a cluster of 3 separate species, C16H38O14P3 in total, from OMol25.

Last column: Mulliken charge in e.
Atoms and positions in Å:
C -2.51496 -5.37833 -1.79998  -0.4347
P 0.21061 4.95432 -0.61843  1.1865
H 0.21824 1.82778 -2.99634  0.2213
H 0.80188 -5.53287 -2.51837  0.3413
C 0.58310 1.80492 -1.96944  -0.7880
H -0.28475 1.89478 -1.30952  0.2122
C 1.43843 -0.17560 2.11063  -0.1658
H 1.10909 -1.53246 0.42828  -0.0368
C 0.71066 -4.18583 1.65743  -0.8186
H -0.06263 -4.31312 3.66681  0.3541
O -1.21879 5.14318 -1.37396  -0.4429
C 1.56803 2.92982 -1.72410  -0.3457
H 1.05583 0.83680 -1.79969  0.2831
C -1.84617 4.09281 -3.47524  -1.0737
H -1.71469 -0.28957 5.56913  0.3413
O 0.56685 6.54287 -0.93633  -0.4138
H 2.09567 -0.43166 2.93674  0.2905
H 2.02829 2.82217 -0.74086  0.3279
H -3.07991 -6.07838 -2.43579  0.3095
H -1.04214 -0.82425 7.82292  0.3466
H 1.62720 -3.89147 1.14648  0.2274
O -1.25689 -2.35579 4.44408  -0.8028
H -0.38373 5.68993 -3.21665  0.2681
C 1.02560 7.38908 0.11960  -0.3538
H 0.71137 6.99991 1.08786  0.3295
O 0.94239 -2.50128 3.39649  -0.3047
C -1.78269 -4.44320 -2.78178  -0.5209
H 0.54443 8.36161 -0.00558  0.3445
C -3.54688 -4.62379 -0.94176  -1.0570
H -0.55537 0.95710 5.99318  0.3575
O -0.87072 -3.58231 -2.04861  -0.0687
H -1.20459 3.81012 -4.31045  0.2832
O 1.18396 4.72814 0.49354  -0.7895
H 2.05687 -0.11447 0.03430  0.1009
H -3.05259 -3.93751 -0.24201  0.2064
C -0.11361 -3.51628 -5.22496  0.5747
H 1.47779 0.90883 1.99748  0.4298
O 0.06193 -0.49255 2.40417  -0.3395
H -0.07551 -1.93924 6.83772  0.2734
O 0.23856 -4.69372 -5.38822  -0.6370
H 0.65715 -0.48121 7.47400  0.2937
P -0.37100 -1.52871 3.56734  1.1347
H 3.03704 6.59898 -0.11504  0.2775
H -4.22859 -5.29285 -0.40523  0.3637
H 0.55225 -5.25215 1.48404  0.4727
H 2.37238 2.87761 -2.45982  0.2964
H -0.11013 -3.62883 1.19858  0.1474
O 0.95023 4.20999 -1.87808  -0.2763
H -1.31299 -5.03055 -3.58213  0.4968
H 1.68798 -4.38242 3.56018  0.2876
H -2.55228 -3.78357 -3.20830  0.2542
H 2.91335 7.97859 0.99337  0.3433
O -0.98850 -2.95142 -5.89288  -0.6825
C -0.26622 -0.88981 7.05710  -1.0524
P 0.56714 -3.40229 -2.74859  0.5006
H -4.16003 -3.99780 -1.60839  0.2970
O 0.17230 -0.45677 4.71197  -0.3982
H -1.77564 -5.92837 -1.20169  0.2389
H -2.84345 4.25989 -3.88697  0.3251
O 1.35306 -4.81070 -2.84152  -0.4241
C 0.80151 -3.89673 3.14626  -0.5073
C 2.53427 7.54806 0.06426  -1.0669
C 1.86502 -0.85378 0.81208  -0.5984
H 2.81293 8.21316 -0.75625  0.3094
H -1.91502 3.25388 -2.78814  0.2753
H 2.79391 -1.40750 0.95493  0.3460
C -1.32473 5.35493 -2.79055  -0.1177
O 0.46871 -2.69097 -4.17052  -0.2138
O 1.36806 -2.54126 -1.87390  -0.5598
H -2.04162 6.16674 -2.91954  0.4198
C -0.66725 -0.11461 5.81468  -0.3990

net charge	-1
LUMO energy	1.38	eV
Kohn-Sham gap	6.5	eV
largest force on an atom	7.58	eV/Å
DFT total energy	-73745.8567	eV
2S+1	1